C42H52BaN5O6P | ωB97M-V with the def2-TZVPD basis set

Computed properties:
**Lowest unoccupied orbital energy**: 3.66 eV
**HOMO level**: -2.3 eV
**Net charge**: -2
**Max |F|**: 0.026 Eh/bohr
**Energy relative to the best compared isomer or geometry (same formula, charge and spin)**: 0.692 eV
**DFT total energy**: -2723.8168 hartree

Each line ends with the Mulliken charge.
Cartesian coordinates (Å):
Ba (0.451, 0.420, -0.687)  1.602
P (1.251, 0.092, -4.179)  0.511
O (3.982, 1.224, 1.973)  -0.655
O (-0.703, 1.697, 1.246)  -0.768
O (2.953, 0.958, -0.748)  -0.660
O (-4.688, -0.642, 8.099)  -0.434
O (-1.249, 0.324, -2.608)  -0.094
O (-1.537, -1.234, 0.240)  -0.637
N (-0.245, 3.690, 0.116)  -0.918
N (0.884, 3.046, -0.359)  1.019
N (-1.736, -4.711, 5.650)  -1.050
N (-1.091, -4.620, 4.571)  -0.096
N (0.846, -2.383, 0.787)  0.303
C (-3.833, -3.881, 6.549)  -0.521
C (-2.595, 0.120, -2.741)  -1.048
C (-0.136, -3.524, 2.687)  1.340
C (3.068, -0.471, 3.459)  -0.863
C (2.108, -4.018, 1.979)  -0.772
C (-3.303, 2.586, 1.676)  -0.421
C (3.518, 1.898, -1.441)  0.766
C (-1.457, -1.914, 1.275)  0.065
C (1.959, -3.056, 0.968)  -0.603
C (-2.523, -3.638, 6.174)  -0.115
C (-0.202, -2.626, 1.604)  -0.228
C (-4.600, -2.902, 7.182)  -0.405
C (-1.252, -3.664, 3.583)  0.041
C (3.722, 4.167, -2.312)  -0.671
C (3.261, -0.806, -6.194)  -1.626
C (-6.060, -0.820, 8.344)  -0.863
C (-0.094, 0.514, -5.392)  0.720
C (2.855, 0.853, 2.742)  0.393
C (3.197, 1.598, -5.440)  -1.535
C (0.494, -2.649, -4.916)  -1.695
C (1.778, 3.751, -0.926)  -1.802
C (-2.538, -2.120, 2.187)  -1.044
C (-2.484, 4.830, 1.436)  -0.265
C (0.114, 0.172, -6.866)  -1.746
C (-4.526, 3.079, 2.108)  -0.559
C (4.734, 1.629, -2.119)  -0.559
C (5.406, 2.577, -2.861)  -0.441
C (0.943, -1.703, -3.804)  1.351
C (2.902, 0.147, -5.053)  0.892
C (-2.276, 3.459, 1.332)  0.039
C (-2.425, -2.948, 3.274)  -0.232
C (-2.698, -1.431, 7.134)  -0.773
C (-0.466, 1.989, -5.222)  -1.636
C (2.131, -2.273, -3.025)  -1.373
C (3.005, 3.235, -1.556)  1.349
C (4.904, 3.872, -2.969)  -0.749
C (-0.966, 2.877, 0.870)  0.299
C (-3.701, 5.323, 1.884)  -0.602
C (-4.030, -1.673, 7.472)  0.911
C (-1.956, -2.398, 6.495)  0.141
C (1.072, -4.236, 2.847)  -0.584
C (-4.728, 4.448, 2.218)  -0.282
H (-1.678, 5.494, 1.154)  0.432
H (-3.304, -3.089, 3.887)  0.338
H (0.266, -3.633, -4.492)  0.475
H (-6.244, -1.641, 9.046)  0.324
H (2.484, -1.580, -2.254)  0.176
H (2.268, -0.659, 4.180)  0.249
H (-3.196, 1.044, -2.612)  0.207
H (0.903, 0.786, -7.306)  0.264
H (-5.626, -3.120, 7.441)  0.348
H (0.376, -0.874, -7.025)  0.311
H (5.121, 0.621, -2.022)  0.363
H (3.319, 5.173, -2.380)  0.303
H (-1.354, 2.227, -5.818)  0.462
H (-0.931, -2.194, 6.212)  0.412
H (2.594, 1.910, -6.298)  0.250
H (-3.007, -0.610, -2.019)  0.116
H (6.332, 2.307, -3.360)  0.377
H (1.154, -4.943, 3.661)  0.461
H (-0.414, -2.287, -5.400)  0.381
H (-3.472, -1.620, 1.968)  0.448
H (0.092, -1.599, -3.120)  0.028
H (-0.688, 2.184, -4.173)  0.250
H (-2.882, -0.265, -3.752)  0.202
H (-6.612, -1.017, 7.419)  0.352
H (1.853, -3.210, -2.534)  0.498
H (4.319, -0.684, -6.456)  0.482
H (1.943, 0.798, 2.133)  -0.191
H (2.678, -0.607, -7.094)  0.205
H (2.785, -2.824, 0.303)  0.434
H (5.420, 4.627, -3.548)  0.330
H (-4.262, -4.851, 6.329)  0.335
H (1.639, 4.837, -0.978)  0.136
H (0.345, 2.646, -5.551)  0.280
H (-0.934, -0.061, -4.994)  0.109
H (3.044, -4.553, 2.077)  0.379
H (-0.804, 0.378, -7.427)  0.456
H (4.022, -0.451, 3.990)  0.371
H (2.979, -2.478, -3.685)  0.201
H (3.112, -1.849, -5.919)  0.278
H (1.255, -2.791, -5.684)  0.167
H (2.683, 1.642, 3.481)  0.252
H (3.088, -1.301, 2.754)  0.061
H (-3.852, 6.393, 1.971)  0.347
H (-6.417, 0.109, 8.782)  0.235
H (-2.271, -0.465, 7.369)  0.408
H (-5.323, 2.391, 2.363)  0.381
H (3.736, 1.191, 1.023)  0.212
H (4.250, 1.716, -5.711)  0.462
H (3.575, -0.083, -4.217)  0.109
H (-5.681, 4.833, 2.563)  0.349
H (2.991, 2.278, -4.611)  0.238
H (-3.116, 1.522, 1.598)  0.530

Atomic forces in eV per Å
Ba -0.818 -0.937 -0.534
P 0.017 0.091 0.197
O -0.027 -0.111 -0.495
O -0.043 0.225 -0.075
O 0.351 0.351 0.042
O 0.021 0.005 -0.002
O 0.306 0.040 0.237
O -0.135 0.087 0.130
N 0.127 0.100 0.002
N 0.111 -0.067 0.082
N 0.214 0.175 0.063
N -0.171 -0.108 -0.036
N 0.032 0.037 -0.055
C -0.023 0.038 0.012
C -0.048 -0.004 -0.070
C -0.008 -0.020 -0.016
C 0.093 0.045 -0.003
C 0.011 0.007 0.005
C 0.002 -0.007 0.047
C -0.101 -0.062 0.143
C 0.121 -0.109 -0.059
C 0.032 0.029 0.009
C -0.128 -0.095 -0.224
C -0.001 0.021 0.001
C 0.024 -0.042 0.000
C 0.040 0.053 0.118
C 0.008 0.034 -0.005
C -0.008 0.015 0.001
C -0.017 -0.003 0.000
C 0.008 0.022 -0.040
C -0.211 0.055 0.094
C -0.008 -0.013 0.005
C -0.004 0.000 0.009
C 0.051 0.055 0.002
C 0.017 -0.059 -0.016
C -0.027 0.028 -0.039
C -0.005 0.009 0.001
C -0.012 0.014 -0.001
C 0.050 -0.010 -0.048
C 0.003 -0.024 0.025
C -0.001 -0.025 -0.011
C 0.023 -0.009 -0.028
C 0.014 0.016 0.024
C 0.060 0.047 0.161
C -0.083 0.016 0.023
C 0.003 -0.017 -0.021
C 0.004 0.012 0.014
C -0.004 0.083 -0.021
C 0.007 0.009 0.001
C 0.036 0.135 0.189
C -0.001 -0.004 -0.001
C 0.038 0.019 0.011
C 0.031 -0.056 -0.163
C 0.009 0.008 0.005
C -0.003 -0.008 0.003
H 0.000 -0.003 0.004
H -0.012 -0.010 0.118
H -0.001 -0.003 0.005
H 0.000 0.002 0.000
H -0.001 -0.012 -0.020
H -0.015 0.018 -0.028
H 0.001 0.006 0.000
H 0.005 -0.001 -0.010
H 0.003 -0.005 -0.004
H -0.002 0.000 -0.001
H 0.007 0.001 0.002
H -0.006 0.000 0.000
H 0.002 0.005 -0.008
H 0.008 -0.022 -0.011
H -0.015 -0.001 -0.003
H 0.017 0.000 0.003
H 0.001 0.001 -0.005
H 0.001 -0.003 0.001
H -0.003 0.000 0.005
H -0.003 -0.010 -0.012
H 0.000 -0.013 0.000
H -0.010 -0.001 -0.004
H 0.006 -0.009 -0.005
H 0.001 0.002 0.003
H 0.002 -0.007 0.002
H 0.003 0.008 -0.006
H 0.116 0.102 -0.005
H -0.009 -0.009 -0.002
H -0.002 0.005 -0.007
H -0.004 0.000 -0.002
H -0.022 0.009 0.001
H -0.032 -0.018 -0.024
H 0.002 0.007 0.015
H 0.024 0.005 0.012
H -0.004 -0.007 0.005
H -0.005 0.003 0.003
H -0.012 -0.010 0.034
H 0.001 -0.001 -0.001
H 0.006 -0.015 0.004
H 0.014 0.002 -0.007
H -0.051 -0.008 0.017
H 0.028 -0.029 -0.044
H 0.001 0.001 -0.002
H 0.000 -0.003 -0.001
H 0.001 0.003 0.000
H 0.000 -0.002 0.001
H -0.025 -0.081 0.291
H -0.003 0.003 -0.007
H -0.010 -0.002 0.008
H -0.001 0.001 0.000
H 0.009 0.002 -0.008
H 0.010 0.007 -0.001